Density functional theory data (ωB97M-V/def2-TZVPD) for a 2-piece molecular cluster, C5H10O2 overall.

Each line ends with the Löwdin charge.
Positions of all 17 atoms, in Å:
C: -2.285 -0.596 -0.294  -0.102
C: -1.151 0.400 -0.504  -0.204
C: 0.247 -0.196 -0.554  -0.477
O: 0.466 -1.338 -0.887  0.072
C: 1.394 0.783 -0.319  -0.087
C: 2.517 0.361 0.614  -0.252
O: 2.581 -0.651 1.261  0.045
H: -3.241 -0.148 -0.585  0.073
H: -2.123 -1.497 -0.891  0.077
H: -2.361 -0.895 0.756  0.066
H: -1.252 0.881 -1.488  0.128
H: -1.194 1.215 0.229  0.111
H: 1.039 1.766 0.021  0.120
H: 1.860 0.949 -1.299  0.135
H: 3.330 1.118 0.669  0.122
H: -0.140 -0.844 1.814  0.089
H: 0.316 -1.309 1.457  0.086

energy relative to the best compared isomer or geometry (same formula, charge and spin): 244.1 kJ/mol
E_LUMO: 0.7104 eV
gap between HOMO and LUMO: 10.4 eV
HOMO level: -9.65 eV
structure (SMILES): CCC(=O)CC=O.[H][H]
electronic energy: -9440.513 eV
net charge: 0

***

Density functional theory data (ωB97M-V/def2-TZVPD) for C5H11N2 as an isolated structure.

Each line ends with the Löwdin charge.
Positions of all 18 atoms, in Å:
C: 0.988 1.413 0.238  -0.210
C: 1.771 0.383 0.050  0.061
C: 0.352 2.450 1.015  0.006
C: -1.202 -1.619 0.716  -0.051
C: -0.523 -0.941 -1.523  -0.015
N: 1.097 0.912 -1.099  0.116
N: -0.321 -1.678 -0.427  -0.069
H: 2.466 -0.384 0.270  0.115
H: -0.456 2.930 0.465  0.101
H: 1.103 3.208 1.248  0.113
H: -0.009 2.053 1.964  0.102
H: -0.719 -2.065 1.582  0.099
H: -1.466 -0.586 0.942  0.092
H: -2.129 -2.167 0.512  0.104
H: -1.482 -0.440 -1.605  0.129
H: 0.258 0.252 -1.452  0.020
H: -0.087 -1.294 -2.451  0.130
H: 0.359 -2.428 -0.446  0.158

energy relative to the best compared isomer or geometry (same formula, charge and spin): 446.0 kJ/mol
E_LUMO: -4.6977 eV
gap between HOMO and LUMO: 8.1 eV
HOMO level: -12.75 eV
electronic energy: -8332.497 eV
net charge: +1

***

Density functional theory data (ωB97M-V/def2-TZVPD) for one molecule with the formula C8H7N3OS2.

Each line ends with the Löwdin charge.
Positions of all 21 atoms, in Å:
C: -0.265 0.163 -1.518  -0.134
C: -0.567 -1.093 -1.746  -0.055
C: -0.676 0.955 -0.291  -0.084
C: -1.151 -1.829 -0.603  -0.166
C: 1.873 0.419 0.940  -0.439
C: -2.042 0.168 0.225  -0.350
C: 1.022 1.187 0.196  -0.350
C: 1.432 -0.721 1.736  -0.014
N: -1.811 -1.183 0.223  -0.053
N: 3.111 0.899 0.940  -0.038
N: 3.353 1.865 0.108  -0.345
O: -4.225 1.717 0.479  -0.605
S: 1.977 2.369 -0.618  1.016
S: -3.834 0.314 0.456  0.963
H: 0.189 0.624 -2.330  0.088
H: -0.312 -1.679 -2.648  0.118
H: -1.003 1.896 -0.684  0.101
H: -1.200 -2.920 -0.604  0.120
H: 2.303 -1.228 2.025  0.066
H: 0.952 -0.559 2.671  0.086
H: 0.875 -1.361 1.046  0.076

energy relative to the best compared isomer or geometry (same formula, charge and spin): 96.6 kJ/mol
E_LUMO (spin up / spin down): -1.2188 / -1.1808 eV
gap between HOMO and LUMO (spin up / spin down): 7.4 / 7.1 eV
HOMO level (spin up / spin down): -8.65 / -8.26 eV
electronic energy: -36591.515 eV
net charge: 0

***

Density functional theory data (ωB97M-V/def2-TZVPD) for C8H8NO6Zr as an isolated structure.

Each line ends with the Löwdin charge.
Positions of all 24 atoms, in Å:
O: 6.008 4.157 -1.664  0.067
C: 5.380 3.269 -1.312  -0.014
Zr: 1.945 0.737 -0.102  1.538
C: 1.443 -1.307 0.801  -0.013
O: 1.027 -2.348 1.080  0.242
C: 0.065 1.793 0.096  -0.115
O: -1.006 2.250 0.087  0.273
C: 1.751 0.546 -2.481  0.032
O: 1.313 0.330 -3.523  0.251
C: 2.286 1.750 2.049  0.033
O: 2.278 2.234 3.106  0.259
H: 2.180 2.450 -0.607  0.021
C: -1.695 -0.833 1.504  0.022
N: -1.945 -1.249 0.102  -0.106
C: -3.099 -2.101 -0.166  0.025
C: -1.179 -0.931 -0.951  -0.172
O: -0.072 -0.326 -0.898  -0.257
H: -2.618 -0.327 1.863  0.144
H: -0.835 -0.140 1.562  0.056
H: -1.531 -1.747 2.115  0.134
H: -3.781 -1.598 -0.872  0.133
H: -2.764 -3.049 -0.622  0.130
H: -3.608 -2.297 0.777  0.119
H: -1.541 -1.263 -1.943  0.200

energy relative to the best compared isomer or geometry (same formula, charge and spin): 0.0 kJ/mol
E_LUMO: -15.7027 eV
gap between HOMO and LUMO: 5.6 eV
HOMO level: -21.32 eV
electronic energy: -23444.687 eV
net charge: +3

***

Density functional theory data (ωB97M-V/def2-TZVPD) for an isolated ion of composition C7H14BrN3O3PS and charge +1.

Each line ends with the Löwdin charge.
Positions of all 30 atoms, in Å:
N: 4.958 -1.882 1.163  -0.271
P: 4.871 -0.489 0.507  0.740
C: 3.192 -0.182 -0.181  -0.353
N: 2.093 -0.190 0.569  0.161
C: 0.957 0.017 -0.188  -0.221
C: -0.419 0.023 0.385  -0.117
C: -1.181 1.317 0.087  -0.205
C: -2.538 1.416 0.796  -0.199
C: -3.472 0.196 0.762  -0.218
S: -3.859 -0.431 -0.876  0.594
O: -5.264 -0.649 -0.958  -0.251
O: -3.185 0.363 -1.853  -0.272
O: -3.113 -1.843 -0.909  -0.161
C: 1.407 0.160 -1.456  -0.664
Br: 0.450 0.423 -3.003  0.946
N: 2.776 0.038 -1.424  0.106
H: 5.659 -2.506 0.782  -0.007
H: 4.936 0.608 1.376  0.015
H: 5.704 -0.138 -0.569  0.015
H: 2.074 -0.347 1.568  0.185
H: -0.947 -0.854 -0.002  0.118
H: -0.347 -0.106 1.472  0.134
H: -0.573 2.154 0.449  0.128
H: -1.319 1.448 -0.983  0.064
H: -3.074 2.287 0.413  0.127
H: -2.350 1.612 1.858  0.122
H: -4.443 0.452 1.191  0.111
H: -3.073 -0.622 1.368  0.102
H: -3.294 -2.350 -0.105  0.099
H: 3.376 0.073 -2.237  0.173

E_LUMO: -3.6341 eV
gap between HOMO and LUMO: 9.5 eV
HOMO level: -13.10 eV
structure (SMILES): N=[PH2]c1[nH]c(CCCCS(=O)(=O)O)c(Br)[nH+]1
electronic energy: -108257.800 eV
net charge: +1

***

Density functional theory data (ωB97M-V/def2-TZVPD) for C34H59As2Ge2IO3PdSi3 as an isolated structure.

Each line ends with the Löwdin spin population.
Positions of all 105 atoms, in Å:
Pd: -0.953 0.502 -0.025  0.502
I: 2.201 0.111 6.900  0.000
C: 1.940 -0.556 4.891  0.000
C: 2.883 -0.036 3.941  0.001
C: 2.776 -0.147 2.616  0.000
C: 1.732 -0.875 1.863  0.004
C: 0.245 -0.853 2.323  0.066
C: 0.942 -1.407 4.650  0.008
C: 1.854 -0.572 0.339  0.005
O: 2.894 -0.074 -0.092  0.013
O: 0.846 -0.849 -0.360  0.053
H: 3.733 0.494 4.342  0.000
H: 3.580 0.228 1.996  0.000
H: -0.338 -1.351 1.522  0.003
H: 0.312 -1.748 5.461  0.000
C: -3.334 -1.293 3.811  0.032
Ge: -2.374 0.402 4.313  0.125
C: -1.929 0.172 6.251  0.039
C: -3.717 1.882 4.174  0.020
Ge: -0.613 0.984 2.476  0.348
C: 0.570 -1.980 3.322  0.021
C: -0.152 -3.261 3.598  0.001
C: 0.657 -4.306 3.834  0.001
C: 2.108 -4.207 3.720  0.001
C: 2.686 -3.226 3.009  0.001
C: 1.702 -2.344 2.335  0.003
C: 0.589 2.255 3.478  0.066
C: 0.169 2.812 4.677  0.021
C: 1.021 3.613 5.417  0.001
C: 2.300 3.888 4.960  0.012
C: 2.702 3.391 3.733  0.000
C: 1.843 2.597 2.995  0.014
H: -4.405 -1.109 3.768  0.002
H: -3.144 -2.059 4.556  0.001
H: -3.012 -1.654 2.833  0.013
H: -2.869 0.247 6.789  0.006
H: -1.248 0.920 6.638  0.000
H: -1.513 -0.812 6.435  0.000
H: -4.581 1.654 4.791  0.002
H: -4.038 1.982 3.137  0.010
H: -3.301 2.828 4.510  0.001
H: -1.223 -3.296 3.712  0.000
H: 0.245 -5.259 4.137  0.000
H: 2.707 -4.963 4.208  0.000
H: 3.752 -3.109 2.890  0.000
H: 1.234 -2.928 1.525  0.000
H: -0.830 2.608 5.039  0.003
H: 0.689 4.025 6.358  0.000
H: 2.976 4.486 5.551  0.001
H: 3.690 3.605 3.349  0.000
H: 2.173 2.228 2.033  0.000
C: -6.444 0.644 1.545  0.011
Si: -5.695 -0.389 0.112  0.138
C: -5.696 -2.272 0.526  0.024
C: -6.607 -0.037 -1.550  0.028
As: -3.123 0.327 0.649  0.929
Si: -2.465 2.334 -0.706  0.103
C: -1.991 3.696 0.554  0.019
C: -4.231 2.802 -1.308  0.061
C: -1.427 2.408 -2.324  0.009
Si: -1.467 -1.147 -1.666  0.067
C: -1.486 -2.845 -0.753  0.008
C: -3.201 -1.051 -2.515  0.041
C: -0.198 -0.970 -3.095  0.016
H: -7.520 0.535 1.621  0.001
H: -6.219 1.698 1.411  0.001
H: -5.992 0.332 2.482  0.000
H: -6.685 -2.608 0.824  0.004
H: -5.004 -2.467 1.342  0.001
H: -5.398 -2.875 -0.326  0.000
H: -7.575 -0.530 -1.537  0.005
H: -6.064 -0.408 -2.413  0.000
H: -6.786 1.023 -1.691  0.000
H: -2.690 3.710 1.389  0.001
H: -2.009 4.677 0.090  0.001
H: -0.988 3.535 0.948  0.008
H: -4.960 2.762 -0.506  0.002
H: -4.578 2.158 -2.107  0.001
H: -4.208 3.813 -1.695  0.008
H: -0.380 2.180 -2.109  0.001
H: -1.472 3.404 -2.758  0.001
H: -1.782 1.699 -3.070  0.001
H: -2.229 -2.874 0.045  0.004
H: -0.512 -3.080 -0.335  0.000
H: -1.730 -3.628 -1.464  0.001
H: -3.950 -1.562 -1.918  0.006
H: -3.137 -1.554 -3.473  0.005
H: -3.545 -0.036 -2.694  0.003
H: 0.696 -0.448 -2.766  0.001
H: -0.621 -0.451 -3.951  0.000
H: 0.114 -1.958 -3.423  0.002
C: 3.896 2.732 0.148  0.001
As: 2.169 2.512 -0.696  0.009
C: 1.715 4.388 -0.985  0.003
C: 2.500 1.798 -2.473  0.002
O: 0.867 1.930 0.141  0.069
H: 4.515 3.186 -0.626  0.000
H: 4.359 1.800 0.454  0.000
H: 3.822 3.432 0.981  0.000
H: 2.513 4.879 -1.539  0.000
H: 1.614 4.869 -0.009  0.000
H: 0.775 4.500 -1.526  0.000
H: 3.258 2.446 -2.911  0.000
H: 1.614 1.807 -3.110  0.000
H: 2.894 0.786 -2.392  0.000

energy relative to the best compared isomer or geometry (same formula, charge and spin): 501.4 kJ/mol
E_LUMO (spin up / spin down): -3.4761 / -5.8746 eV
multiplicity: 4
gap between HOMO and LUMO (spin up / spin down): 6.2 / 4.1 eV
HOMO level (spin up / spin down): -9.68 / -9.98 eV
electronic energy: -312270.905 eV
net charge: +1

***

Number 1: maximum force 0.0120 hartree/bohr. Number 2: maximum force 0.0353 hartree/bohr. Number 3: maximum force 0.0843 hartree/bohr. Number 4: maximum force 0.1529 hartree/bohr. Number 5: maximum force 0.0137 hartree/bohr. Number 6: maximum force 0.0564 hartree/bohr.